[1]
The following is a quantum chemistry calculation of a molecular structure, C35H27BrF5IN4O6OsPS2Se, from the Open Molecules 2025 dataset.

```
! RIJCOSX wB97M-V def2-TZVPD def2/J DEFGRID3
* xyz 0 2
Os -0.6469 -0.5960 0.0438
C -3.0488 -5.1239 -2.1727
C -1.6942 -4.4513 -2.1885
O -1.1452 -4.2525 -0.8685
P -1.7970 -3.3162 0.2247
S -0.4173 -2.5774 1.4475
S -2.6295 -1.6716 -0.6082
O -2.8399 -4.3160 0.8749
C -3.8209 -3.9290 1.8710
C -3.2470 -3.9568 3.2682
H -3.3504 -5.3377 -3.1992
H -3.8061 -4.4815 -1.7232
H -3.0116 -6.0600 -1.6167
H -1.7379 -3.4805 -2.6854
H -0.9528 -5.0683 -2.6916
H -4.6100 -4.6703 1.7617
H -4.2178 -2.9490 1.6108
H -2.8047 -4.9306 3.4811
H -4.0436 -3.7694 3.9868
H -2.4767 -3.1956 3.3854
O 0.7553 -1.5945 -1.3078
C 1.7011 -0.8751 -0.8719
O 1.4401 -0.0119 0.0245
C 3.0812 -1.0283 -1.3922
C 3.3543 -1.9874 -2.3608
C 4.6456 -2.1418 -2.8416
C 5.6679 -1.3415 -2.3560
C 5.3676 -0.3925 -1.3945
C 4.0925 -0.2174 -0.8974
N 6.4527 0.4663 -0.8810
O 6.1443 1.3776 -0.1419
O 7.5852 0.2095 -1.2345
H 2.5453 -2.6078 -2.7219
H 4.8602 -2.8884 -3.5936
H 6.6848 -1.4402 -2.7055
H 3.8890 0.5247 -0.1392
Br 0.0798 -2.5262 5.1805
C 1.7011 -1.8197 5.8522
C 2.0896 -2.2210 7.1237
C 3.2839 -1.7694 7.6585
C 4.0932 -0.9193 6.9216
C 3.7030 -0.5156 5.6557
C 2.5020 -0.9565 5.1092
I 1.9739 -0.2842 3.2123
H 1.4512 -2.8895 7.6842
H 3.5790 -2.0864 8.6498
H 5.0298 -0.5646 7.3309
H 4.3280 0.1534 5.0803
F -2.9385 -0.4126 7.1169
C -2.6419 -0.1003 5.8569
C -3.3539 -0.6674 4.8170
F -4.3646 -1.5010 5.0859
C -3.0293 -0.3484 3.5105
F -3.7728 -0.8843 2.5373
C -2.0021 0.5284 3.2031
Se -1.6591 1.1090 1.4103
C -1.3200 1.0999 4.2698
F -0.3572 1.9977 4.0573
C -1.6224 0.7913 5.5837
F -0.9333 1.3363 6.5871
N -0.5039 5.3322 -4.0992
C -0.7364 6.0306 -5.2649
C -0.5310 7.3599 -5.6230
C -0.8869 7.7139 -6.9080
C -1.4283 6.7783 -7.8073
C -1.6298 5.4642 -7.4442
C -1.2787 5.0874 -6.1471
N -1.3779 3.8554 -5.5254
C -0.9136 4.0425 -4.3224
C -0.8317 2.9903 -3.3033
C -0.1098 3.1397 -2.1271
C -0.0851 2.1083 -1.2084
N -0.7380 0.9549 -1.4062
C -1.4228 0.8025 -2.5508
C -1.4934 1.7853 -3.5130
H -0.1681 5.7135 -3.2335
H -0.1131 8.0820 -4.9340
H -0.7456 8.7359 -7.2335
H -1.6908 7.1037 -8.8051
H -2.0464 4.7402 -8.1312
H 0.4526 4.0367 -1.9067
H 0.4685 2.1913 -0.2851
H -1.9222 -0.1473 -2.6797
H -2.0557 1.6312 -4.4222
*
```

Computed properties:
E_LUMO (alpha / beta), Ha: -0.0245 / -0.0245
⟨S²⟩: 0.76
HOMO (alpha / beta), eV: -7.671 / -7.924
Frontier orbital gap (alpha / beta), hartree: 0.2574 / 0.2667

These are the Löwdin partial charges, in e, on atoms 1 to 4: atom 1 (Os): 0.67, atom 2 (C): -0.08, atom 3 (C): -0.27, atom 4 (O): -0.31



[2]
The following is a quantum chemistry calculation of a molecular structure, C23H23AsCl3N3NiO3S, from the Open Molecules 2025 dataset.

```
! RIJCOSX wB97M-V def2-TZVPD def2/J DEFGRID3
* xyz 0 1
Ni -0.6420 0.1685 -0.9929
Cl -7.1776 -2.1435 0.1488
C -5.7621 -1.2789 -0.3778
C -5.3292 -0.1797 0.3395
C -4.1992 0.4855 -0.0947
Cl -3.7191 1.9426 0.7336
C -3.4386 0.0849 -1.2066
O -2.3510 0.7238 -1.5678
C -3.9876 -0.9824 -1.9444
Cl -3.2609 -1.4039 -3.4616
C -5.1143 -1.6715 -1.5354
H -5.8653 0.1618 1.2131
H -5.4898 -2.4951 -2.1257
N 3.4064 0.9068 -1.1950
C 4.1856 -0.1935 -0.7771
C 5.5138 -0.0136 -0.4335
C 6.2735 -1.0948 -0.0057
C 5.6914 -2.3448 0.1117
C 4.3500 -2.5148 -0.2080
C 3.5990 -1.4494 -0.6771
S 1.9249 -1.7363 -1.1799
N 1.3112 -0.1509 -1.0936
C 2.0460 0.8971 -1.1626
C 1.2990 2.1759 -1.1887
C 1.8689 3.4349 -1.1755
C 1.0318 4.5415 -1.2194
C -0.3361 4.3509 -1.2717
C -0.8374 3.0576 -1.2597
N -0.0314 2.0027 -1.2147
H 3.8781 1.7769 -1.3578
H 5.9564 0.9735 -0.5046
H 7.3151 -0.9499 0.2462
H 6.2720 -3.1890 0.4574
H 3.8847 -3.4879 -0.1061
H 2.9398 3.5696 -1.1199
H 1.4503 5.5389 -1.2120
H -1.0195 5.1867 -1.3136
H -1.8922 2.8192 -1.2858
C -1.7426 -3.8112 -0.6271
C -1.5872 -2.3639 -0.2179
O -2.0487 -1.9415 0.8362
O -0.9383 -1.6589 -1.0946
H -2.3061 -4.3561 0.1252
H -0.7563 -4.2601 -0.7540
H -2.2502 -3.8592 -1.5903
C 0.7728 -1.0218 2.3573
As -0.4676 0.3278 1.6775
C -1.8082 0.2001 3.0864
C 0.5017 1.9094 2.3504
H 1.1153 -0.7560 3.3584
H 1.6318 -1.1207 1.6925
H 0.2431 -1.9713 2.3865
H -1.3261 -0.0393 4.0351
H -2.5044 -0.5892 2.8125
H -2.3395 1.1436 3.1768
H 0.6658 1.8527 3.4273
H -0.0725 2.8104 2.1254
H 1.4727 1.9856 1.8550
*
```

Computed properties:
E_LUMO (alpha / beta), Ha: -0.0366 / -0.0366
HOMO (alpha / beta), eV: -7.239 / -7.240
Frontier orbital gap (alpha / beta), hartree: 0.2294 / 0.2295

These are the Löwdin partial charges, in e, on atoms 1 to 4: atom 1 (Ni): 0.39, atom 2 (Cl): 0.65, atom 3 (C): -0.67, atom 4 (C): -0.14



[3]
The following is a quantum chemistry calculation of 11 unconnected molecules or ions with the total composition BF4H20O10 at a distorted geometry, from the Open Molecules 2025 dataset.

```
! RIJCOSX wB97M-V def2-TZVPD def2/J DEFGRID3
* xyz -1 1
B 0.0979 -0.0566 -0.0926
F -0.5786 -1.2339 0.1453
F 0.7652 0.2495 1.1189
F 1.0506 -0.2640 -1.0736
F -0.8003 0.9983 -0.3652
O -3.4105 -1.3824 1.9414
H -3.9357 -1.9532 1.3804
H -2.6544 -1.1470 1.4036
O 3.2362 -0.9383 1.5653
H 2.4466 -0.4094 1.6801
H 3.8267 -0.6414 2.2577
O -1.1784 1.1986 3.1199
H -0.5322 0.5870 3.4728
H -0.7870 1.5188 2.3072
O 1.1027 2.7495 -0.5931
H 0.5120 1.9976 -0.5492
H 0.6015 3.4709 -0.2130
O -1.4369 0.8324 -3.0664
H -1.3606 1.7812 -2.9656
H -1.4088 0.4930 -2.1718
O -0.6788 -2.1275 2.4455
H -0.1280 -1.6412 3.0590
H -0.6842 -1.5926 1.6518
O -1.6721 -3.2282 -1.1432
H -1.2687 -2.4264 -0.8107
H -1.0184 -3.9093 -0.9852
O -3.0779 2.3286 1.6062
H -3.1718 2.4524 0.6617
H -2.6980 3.1495 1.9192
O 1.9315 -1.1191 -4.1450
H 2.7650 -1.1208 -4.6156
H 1.9581 -0.3238 -3.6129
O 4.4261 0.4278 -1.7928
H 3.9832 0.9758 -2.4406
H 3.7779 0.3043 -1.0994
*
```

Computed properties:
E_LUMO, Ha: 0.0945
HOMO, eV: -7.507
Frontier orbital gap, hartree: 0.3703

These are the Löwdin partial charges, in e, on atoms 1 to 4: atom 1 (B): -1.26, atom 2 (F): 0.13, atom 3 (F): 0.11, atom 4 (F): 0.18



[4]
The following is a quantum chemistry calculation of 2 unconnected molecules or ions with the total composition C11H22OSi at a distorted geometry, from the Open Molecules 2025 dataset.

```
! RIJCOSX wB97M-V def2-TZVPD def2/J DEFGRID3
* xyz 0 1
C 0.5692 -2.3943 -0.8851
C 0.7677 -1.5245 -1.8432
C -0.1272 -1.9926 0.3967
C 0.8823 -1.5846 1.5619
C -0.9934 -3.2396 0.8343
C -4.0009 1.4933 0.4343
C -1.7568 1.9797 -0.5215
C 3.4337 0.3695 -1.2608
C 2.9517 2.0541 0.4252
C -2.5559 1.0744 0.4246
C 2.7119 1.3779 -0.8164
O -1.0141 -0.9610 0.3445
Si -2.5061 -0.6974 -0.2178
H 1.0822 -3.3594 -0.7318
H 1.0008 -1.8048 -2.8674
H 0.3709 -1.5675 2.5297
H 1.4941 -0.7564 1.1772
H 1.4583 -2.4417 1.7362
H -0.5031 -4.1130 1.1263
H -1.7121 -3.3781 0.0254
H -1.4947 -2.9316 1.7121
H -4.2508 2.4804 0.6578
H -4.3230 1.4866 -0.5954
H -4.5927 0.7685 0.9769
H -1.7901 3.0198 -0.3037
H -2.2404 1.9198 -1.5760
H -0.7290 1.6757 -0.4913
H 4.4147 0.0170 -0.7575
H 0.5903 -0.4921 -1.6278
H 3.0817 -0.1263 -2.0658
H 3.7756 1.5068 1.1130
H 2.1542 2.4210 1.1010
H 3.4499 3.1175 0.2846
H -1.9801 1.3286 1.3068
H 1.8576 1.7153 -1.4627
*
```

Computed properties:
E_LUMO, Ha: 0.0104
HOMO, eV: -7.918
Frontier orbital gap, hartree: 0.3014

These are the Löwdin partial charges, in e, on atoms 1 to 4: atom 1 (C): -0.11, atom 2 (C): 0.01, atom 3 (C): -0.63, atom 4 (C): 0.02



[5]
The following is a quantum chemistry calculation of C4H8N2O in the gas phase at a distorted geometry, from the Open Molecules 2025 dataset.

```
! RIJCOSX wB97M-V def2-TZVPD def2/J DEFGRID3
* xyz 0 1
H 1.2059 -1.8363 0.9291
N 0.9179 -2.3093 0.0612
C -0.1239 -1.7256 -0.4334
C -0.8299 -0.5563 0.2147
C 0.0388 0.6829 0.2794
N 0.3180 1.1632 1.5513
C 0.4989 1.3273 -0.8103
O 0.2851 1.0143 -2.1223
H -0.5433 -2.0984 -1.3829
H -1.1272 -0.8784 1.2204
H -1.7509 -0.3474 -0.3402
H -0.4384 1.0293 2.2197
H 0.6547 2.1252 1.5601
H 1.1172 2.2168 -0.7519
H -0.2229 0.1928 -2.1948
*
```

Computed properties:
E_LUMO, Ha: 0.0281
HOMO, eV: -7.640
Frontier orbital gap, hartree: 0.3089

These are the Löwdin partial charges, in e, on atoms 1 to 4: atom 1 (H): 0.05, atom 2 (N): 0.10, atom 3 (C): -0.24, atom 4 (C): -0.14



[6]
The following is a quantum chemistry calculation of C2H7N2OP in the gas phase at a distorted geometry, from the Open Molecules 2025 dataset.

```
! RIJCOSX wB97M-V def2-TZVPD def2/J DEFGRID3
* xyz 0 1
H -1.5375 -1.8874 1.1827
N -0.8037 -1.5377 0.5707
C 0.3104 -2.0350 0.8701
O 1.3949 -1.5364 0.2812
P 1.0857 -0.2608 -0.9337
N -0.1342 0.6497 -0.3170
C -0.0314 2.2277 -0.2383
H 0.6026 -2.8368 1.5824
H 0.1695 -1.1619 -1.5687
H -1.0608 0.5368 -0.8250
H 0.1844 2.6884 -1.1948
H -0.9986 2.7793 0.1299
H 0.8185 2.3741 0.4604
*
```

Computed properties:
E_LUMO, Ha: 0.0359
HOMO, eV: -8.802
Frontier orbital gap, hartree: 0.3593

These are the Löwdin partial charges, in e, on atoms 1 to 4: atom 1 (H): 0.06, atom 2 (N): 0.04, atom 3 (C): -0.43, atom 4 (O): -0.36



[7]
The following is a quantum chemistry calculation of C5H12N2O2 in the gas phase at a distorted geometry, from the Open Molecules 2025 dataset.

```
! RIJCOSX wB97M-V def2-TZVPD def2/J DEFGRID3
* xyz 0 1
C 0.9303 -0.9606 -0.3724
C 0.1514 0.3125 -0.2373
C 0.2764 1.1493 -1.5057
C 0.5307 1.1162 0.9519
N -1.2575 0.0018 -0.1398
C -1.8889 -1.4138 0.8471
O -1.7358 -2.4069 0.0016
N -2.0869 0.3273 -0.9922
O -3.2661 -0.1495 -0.9052
H 1.9778 -0.8290 -0.4134
H 0.6171 -1.7393 0.3626
H 0.7927 -1.4804 -1.3224
H 0.2239 2.2099 -1.3603
H -0.2596 0.8138 -2.3432
H 1.3083 1.0929 -1.8925
H -0.2527 1.7641 1.2085
H 0.8570 0.4578 1.7000
H 1.4734 1.8956 0.6933
H -3.0030 -1.1607 1.1193
H -1.2657 -1.4329 1.7545
H -2.3295 -2.3801 -0.6935
*
```

Computed properties:
E_LUMO, Ha: 0.0272
HOMO, eV: -8.432
Frontier orbital gap, hartree: 0.3371

These are the Löwdin partial charges, in e, on atoms 1 to 4: atom 1 (C): -0.04, atom 2 (C): -0.62, atom 3 (C): -0.05, atom 4 (C): -0.03



[8]
The following is a quantum chemistry calculation of a molecular structure, C25H26IrN3O6S at a distorted geometry, from the Open Molecules 2025 dataset.

```
! RIJCOSX wB97M-V def2-TZVPD def2/J DEFGRID3
* xyz 1 2
Ir 0.5026 0.1485 0.6512
C 4.2549 1.7569 -0.8355
O 4.9594 0.5171 -0.8102
C 4.3808 -0.6740 -0.6248
C 5.2589 -1.7546 -0.7203
C 4.8243 -3.0455 -0.5326
C 3.4865 -3.2930 -0.2316
C 2.5839 -2.2516 -0.0990
C 1.2195 -2.6356 0.2270
N 0.2899 -1.8073 0.5023
N -0.9650 -2.2723 0.8528
C -1.7226 -1.3055 1.2916
O -1.3594 -0.0392 1.3355
C -3.0949 -1.6131 1.7356
C -3.9619 -0.5728 2.0608
C -5.2558 -0.8535 2.4697
C -5.6848 -2.1700 2.5593
C -4.8199 -3.2093 2.2400
C -3.5278 -2.9353 1.8275
C 3.0182 -0.9075 -0.3011
O 2.2136 0.1358 -0.2578
H 5.0187 2.5032 -1.0340
H 3.7809 1.9618 0.1238
H 3.5085 1.7722 -1.6277
H 6.2922 -1.5354 -0.9523
H 5.5229 -3.8652 -0.6239
H 3.1364 -4.3075 -0.0953
H 0.9692 -3.6910 0.2721
H -3.6137 0.4489 1.9986
H -5.9284 -0.0455 2.7247
H -6.6937 -2.3883 2.8838
H -5.1538 -4.2353 2.3176
H -2.8443 -3.7352 1.5802
O 2.4047 1.0669 4.0227
C 1.7399 1.0289 3.0242
O 1.4497 -0.0719 2.3562
C 1.1924 2.2951 2.4023
C 1.3048 3.5129 3.0406
C 0.6859 4.6161 2.4758
C -0.0352 4.4563 1.3019
C -0.0903 3.2079 0.7121
N 0.5291 2.1529 1.2438
H 1.8555 3.5570 3.9696
H 0.7515 5.5858 2.9501
H -0.5531 5.2870 0.8446
H -0.6467 3.0359 -0.1978
C -2.1745 -1.1779 -3.3576
C -2.7561 -0.2027 -2.3509
S -1.5948 1.0004 -1.6987
O -0.4167 0.1275 -1.2397
C -0.9974 1.8191 -3.2122
C 0.3200 1.2539 -3.7190
H -2.9200 -1.9407 -3.5782
H -1.2923 -1.6718 -2.9534
H -1.9138 -0.6898 -4.2958
H -3.1159 -0.7108 -1.4534
H -3.5842 0.3880 -2.7503
H -0.8980 2.8728 -2.9500
H -1.8013 1.7371 -3.9451
H 1.0808 1.2821 -2.9404
H 0.6578 1.8583 -4.5603
H 0.2230 0.2224 -4.0487
*
```

Computed properties:
E_LUMO (alpha / beta), Ha: -0.1085 / -0.2043
⟨S²⟩: 0.77
HOMO (alpha / beta), eV: -11.013 / -10.959
Frontier orbital gap (alpha / beta), hartree: 0.2962 / 0.1984

These are the Löwdin partial charges, in e, on atoms 1 to 4: atom 1 (Ir): 1.48, atom 2 (C): -0.02, atom 3 (O): -0.01, atom 4 (C): -0.16



Number 1: molecular weight 1265.72 g mol⁻¹. Number 2: molecular weight 661.50 g mol⁻¹. Number 3: molecular weight 266.95 g mol⁻¹. Number 4: molecular weight 198.38 g mol⁻¹. Number 5: molecular weight 100.12 g mol⁻¹. Number 6: molecular weight 106.06 g mol⁻¹. Number 7: molecular weight 132.16 g mol⁻¹. Number 8: molecular weight 688.78 g mol⁻¹.